No. 1
{
  "formula": "C5H8O2S",
  "method": "ωB97M-V/def2-TZVPD",
  "species": ["C", "C", "C", "O", "C", "O", "C", "S", "H", "H", "H", "H", "H", "H", "H", "H"],
  "xyz": [[1.955491, -0.831885, -1.075636], [1.631796, 0.078669, -0.184724], [0.559798, -0.056130, 0.937075], [0.109608, -1.396254, 0.860536], [-0.593497, 1.022353, 0.842080], [-1.126814, 1.042745, -0.505632], [-2.171013, 0.333318, -0.815859], [-2.969370, -0.827593, -0.020915], [2.676541, -0.550789, -1.844672], [1.462722, -1.796619, -1.029756], [2.204568, 1.015999, -0.160101], [0.946907, 0.060747, 1.969721], [-0.606615, -1.418170, 0.186284], [-1.419471, 0.751338, 1.614837], [-0.214145, 2.034582, 1.054164], [-2.446512, 0.537696, -1.827396]],
  "forces_ev_per_a": [[-0.2292, -0.0248, -0.1637], [-0.1058, 1.7563, 1.7485], [0.2053, -0.1316, -0.7547], [-1.2369, 0.2908, -0.1933], [-0.2046, -1.4400, 1.0919], [0.5018, 0.8216, 0.9097], [-0.3339, -0.8251, -0.3437], [-0.1799, 0.0098, 0.4263], [-0.1254, -0.5129, 0.2215], [0.2203, -0.0119, -0.3796], [-0.3676, -0.1306, -0.1836], [0.2816, 0.0646, -0.6414], [0.5253, -0.2342, 0.7195], [1.3277, 0.4205, -1.4698], [-0.0998, -0.4488, -0.2959], [-0.1788, 0.3963, -0.6916]],
  "spin_multiplicity": 1,
  "smiles": "C=C[C@H](O)COC=S",
  "energy_ha": -743.91642,
  "de_lowest_kj_mol": 186.4,
  "homo_lumo_gap_ev": 9.5
}

---

No. 2
{
  "formula": "C20H21BrIN9S2Tl",
  "method": "ωB97M-V/def2-TZVPD",
  "species": ["Tl", "C", "C", "N", "C", "C", "S", "C", "C", "S", "C", "N", "C", "H", "H", "H", "H", "H", "H", "H", "H", "Br", "C", "C", "C", "C", "C", "C", "I", "H", "H", "H", "H", "N", "C", "N", "N", "C", "N", "H", "H", "H", "H", "N", "C", "C", "N", "C", "C", "N", "H", "H", "H", "H", "H"],
  "xyz": [[-7.817597, -19.454755, -6.942345], [-11.821162, -19.348968, -7.416894], [-11.390938, -20.701418, -7.075467], [-10.184293, -21.036722, -7.118489], [-9.962256, -22.398118, -6.996106], [-11.137790, -23.075993, -6.914287], [-12.468761, -22.015681, -6.812310], [-8.575260, -22.838726, -6.937423], [-8.190016, -24.022072, -6.397050], [-6.449752, -24.055011, -6.490955], [-6.415064, -22.578301, -7.419018], [-7.607719, -22.105996, -7.539821], [-5.178286, -22.023684, -8.061802], [-11.648965, -19.207002, -8.522812], [-11.190051, -18.649626, -6.784000], [-12.934334, -19.189795, -7.257707], [-11.335505, -24.108200, -6.772644], [-8.763263, -24.806770, -5.907561], [-5.400006, -21.477189, -8.958278], [-4.434651, -22.747408, -8.087038], [-4.754541, -21.339103, -7.332323], [-3.988669, -17.140357, -6.521925], [-4.319977, -15.882002, -5.181347], [-3.784268, -14.597812, -5.354409], [-3.938142, -13.665781, -4.374184], [-4.779015, -13.895011, -3.304213], [-5.387753, -15.176434, -3.086213], [-5.144460, -16.164242, -4.058604], [-6.053225, -17.997697, -3.871948], [-3.174050, -14.402328, -6.206997], [-3.606779, -12.644089, -4.511901], [-5.111544, -13.034747, -2.710766], [-6.108771, -15.298008, -2.278852], [-9.648976, -17.021414, -2.171939], [-10.620173, -16.272320, -2.677050], [-11.501836, -15.511141, -1.903384], [-10.903369, -16.137527, -3.962247], [-10.239047, -16.957933, -4.776587], [-9.682771, -17.706686, -5.397240], [-9.447923, -17.162937, -1.252581], [-8.927695, -17.328725, -2.829505], [-11.480525, -15.534366, -0.916188], [-12.279971, -15.037675, -2.237262], [-8.371052, -24.502232, -3.093435], [-8.577488, -23.244921, -3.310026], [-7.723222, -22.240935, -3.783957], [-8.138202, -20.977941, -4.017529], [-9.356175, -20.690514, -3.721114], [-10.290444, -21.681502, -3.336230], [-9.888660, -22.910106, -3.161413], [-7.492496, -24.947581, -3.241187], [-9.079173, -24.979546, -2.519029], [-6.690443, -22.535377, -4.071005], [-9.765220, -19.644116, -3.849485], [-11.343883, -21.431616, -3.265484]],
  "forces_ev_per_a": [[-0.3388, 0.1499, 0.1485], [-0.9709, 1.6885, -0.0942], [-2.2625, 0.0290, -0.0804], [3.3694, -0.4923, -0.0616], [-0.9207, 0.9029, -0.1440], [0.2326, -0.1414, 0.6823], [-0.0623, 0.0216, -0.4214], [-1.0815, -1.4048, -0.2120], [1.3890, 0.2996, 0.1473], [-0.0985, -0.5431, -0.4656], [-0.2194, -1.3182, 0.2990], [-0.0035, 1.4407, -0.4618], [-1.3019, 1.0827, 1.9895], [-0.0062, 0.1058, 1.1644], [-0.9914, -0.4699, -1.0619], [1.4234, -0.0753, 0.0256], [0.1927, -0.7581, 0.0171], [0.2066, 0.4049, -0.0720], [0.0318, -0.1315, -0.5359], [1.2314, -1.4912, -0.8912], [0.0454, 0.6299, 0.0606], [0.0575, -0.3025, -0.3045], [-0.6825, 0.8300, 0.9751], [0.3739, -1.7383, 0.1848], [-1.0082, 1.2126, 0.3711], [-1.3388, -1.1444, 0.8176], [0.8637, 1.4742, -1.4038], [0.6799, 0.9218, -0.1930], [-0.3956, -0.6349, 0.2670], [0.2152, 0.1123, -0.5035], [0.3403, -0.1340, -0.0971], [0.4294, -0.5463, 0.1193], [0.3210, -0.1928, -0.2074], [0.4102, -0.0583, -2.9505], [-3.1938, 2.3675, -0.2514], [3.0377, -2.0825, 0.7279], [0.8469, -0.8221, -0.6502], [-2.6597, 3.6796, 3.7352], [2.6528, -3.3626, -3.2408], [0.2763, -0.1249, 2.9373], [-0.3958, 0.0308, 0.3050], [0.3956, -0.1849, 0.8907], [-1.1549, 0.5544, -1.5440], [0.4693, -3.6932, 1.1389], [-2.2349, 4.3207, -0.8840], [1.1015, -0.5592, -0.4633], [2.0264, -1.0242, 0.0246], [-3.3666, 1.6148, 0.1563], [1.3128, 0.5782, -0.3358], [-0.5146, -0.4598, 0.4047], [0.4149, -0.0933, 0.1633], [0.6855, 0.2950, -0.7004], [-0.7047, 0.6042, 0.3011], [0.8626, -1.1910, -0.0385], [0.0120, -0.1768, 0.2161]],
  "spin_multiplicity": 1,
  "energy_ha": -5107.92840,
  "de_lowest_kj_mol": 104.5,
  "charge": 1,
  "homo_lumo_gap_ev": 8.5
}

---

No. 3
{
  "formula": "C24H37GeN3O9PS5Zr",
  "method": "ωB97M-V/def2-TZVPD",
  "species": ["Zr", "C", "C", "O", "P", "S", "S", "O", "C", "C", "H", "H", "H", "H", "H", "H", "H", "H", "H", "H", "O", "S", "O", "O", "C", "C", "C", "C", "C", "C", "S", "O", "O", "O", "H", "H", "H", "H", "S", "C", "N", "C", "C", "C", "C", "H", "H", "H", "H", "H", "C", "Ge", "C", "C", "C", "H", "H", "H", "H", "H", "H", "H", "H", "H", "H", "O", "H", "H", "N", "C", "C", "C", "C", "C", "N", "H", "H", "H", "H", "H", "H"],
  "xyz": [[0.309851, -0.110174, -0.449222], [1.469457, 5.852422, 2.112687], [0.036390, 5.649711, 2.572284], [-0.068180, 4.833765, 3.752779], [-0.137088, 3.203567, 3.646133], [-1.540312, 2.707440, 2.373836], [1.660484, 2.419501, 3.415085], [-0.537777, 2.932411, 5.195086], [-1.893580, 2.974495, 5.646813], [-2.264789, 1.627002, 6.226217], [1.483306, 6.471559, 1.209682], [1.935887, 4.894613, 1.890749], [2.058957, 6.340683, 2.893922], [-0.568667, 5.212565, 1.777292], [-0.407486, 6.605880, 2.846996], [-2.552989, 3.218909, 4.818315], [-1.964228, 3.762038, 6.399409], [-2.209130, 0.870724, 5.441036], [-3.285504, 1.652125, 6.622624], [-1.576432, 1.350405, 7.027949], [0.425649, 2.769980, -1.496605], [-0.923655, 2.299752, -1.775127], [-1.870529, 3.383768, -1.783551], [-1.279405, 1.226831, -0.767436], [-1.310492, 1.407441, -3.336936], [-1.925961, 2.268259, -4.242499], [-2.740565, 1.796417, -5.255715], [-2.996782, 0.440708, -5.335060], [-2.319643, -0.434861, -4.496840], [-1.438368, -0.003522, -3.510437], [-0.318383, -1.485773, -2.985183], [-1.014929, -2.618280, -3.619561], [0.965297, 0.398967, -2.227975], [-0.564562, -1.609541, -1.419996], [-1.800839, 3.333655, -4.095857], [-3.210562, 2.492993, -5.941340], [-3.703525, 0.057045, -6.062526], [-2.422906, -1.510175, -4.610930], [1.886588, -1.856648, 1.068483], [1.292680, -3.452765, 0.631616], [2.178895, -4.221980, -0.145236], [1.818288, -5.482961, -0.642064], [0.619852, -6.028781, -0.305035], [-0.276166, -5.320502, 0.524535], [0.105841, -4.020419, 0.981932], [2.915489, -3.705259, -0.594186], [2.549466, -5.972318, -1.272597], [0.360860, -7.007340, -0.695486], [-1.245356, -5.734867, 0.776253], [-0.560912, -3.448112, 1.613838], [4.653647, -1.997518, -1.935224], [2.956929, -1.536444, -2.862258], [2.364541, -3.255492, -3.616790], [3.535657, -0.590322, -4.498698], [2.126695, -0.214879, -1.665161], [5.457938, -1.322870, -2.257274], [4.965600, -3.027962, -2.147121], [4.526237, -1.876957, -0.853751], [3.255964, -3.814367, -3.915728], [1.743224, -3.054058, -4.494693], [1.760794, -3.861569, -2.931338], [3.910294, -1.304760, -5.240385], [4.327126, 0.129710, -4.264228], [2.693257, -0.039955, -4.934816], [2.912423, 0.535604, -1.599458], [1.387646, 1.407491, 0.742332], [1.151915, 2.115151, 0.097937], [1.379162, 1.812197, 1.638656], [-3.128022, -0.810998, 0.227504], [-2.453038, -0.787532, 1.421630], [-3.162273, -1.110476, 2.592890], [-2.504465, -1.161751, 3.787536], [-1.154447, -0.846043, 3.828162], [-0.536394, -0.521786, 2.648530], [-1.136108, -0.521851, 1.445720], [-4.116757, -0.653762, 0.302070], [-2.703098, -0.314791, -0.538158], [-4.226833, -1.304069, 2.524924], [-3.038763, -1.427475, 4.692379], [-0.588694, -0.839946, 4.749753], [0.496291, -0.233911, 2.656904]],
  "forces_ev_per_a": [[2.8209, -1.6403, 2.5399], [0.0009, -0.0426, 0.1311], [-0.0070, -0.1797, 0.1579], [0.2577, 0.1873, -0.2300], [-0.4130, 0.2915, 0.1007], [-0.0327, 0.0353, 0.0717], [0.2545, 0.2788, 0.8059], [-0.0669, -0.1335, -0.0071], [0.2212, -0.0065, -0.0263], [-0.0301, -0.0455, -0.0354], [-0.0167, -0.0373, 0.0868], [0.0180, 0.0001, -0.0449], [-0.0217, -0.0129, -0.0598], [-0.0412, -0.0801, -0.0304], [-0.0757, 0.0709, 0.0422], [-0.0858, 0.0664, -0.1381], [0.0243, 0.0709, 0.0409], [-0.0269, 0.1092, 0.1166], [0.0622, -0.0057, -0.0022], [-0.0303, -0.0009, -0.0065], [-0.1605, 0.0381, -0.4304], [-0.0501, 0.6263, 0.3856], [-0.4243, -0.1317, -0.0503], [-0.5288, 0.8092, -0.6689], [-0.1978, -0.2687, 0.1603], [0.2858, -0.0259, 0.1488], [-0.0984, -0.0545, -0.1641], [-0.0241, 0.0162, -0.0250], [0.1409, -0.0074, 0.0434], [0.2233, 0.3599, -0.2168], [-0.8064, -0.3715, -0.3383], [-0.0318, 0.0392, 0.1227], [0.3740, 0.5820, -0.8823], [-0.7550, -0.7851, -1.1613], [-0.0935, -0.0677, 0.0144], [0.0102, -0.0187, 0.0347], [0.0564, -0.0198, -0.0245], [-0.0352, 0.0976, -0.0174], [-0.1134, -0.3906, 0.0129], [0.2323, 0.0151, -0.0709], [-0.2404, -0.1369, 0.0071], [0.1773, 0.2814, 0.0609], [-0.2012, 0.0917, 0.1276], [0.1080, 0.0039, 0.0067], [-0.1830, -0.1760, 0.0116], [0.1031, 0.0286, 0.0247], [-0.0641, 0.0606, 0.0147], [0.0347, 0.0439, 0.0236], [0.0823, 0.0580, -0.0175], [-0.0078, 0.0282, -0.0239], [0.1397, 0.0590, 0.1345], [0.6685, 0.0542, 0.2187], [-0.6316, -0.0454, 0.2120], [-0.0855, 0.2036, -0.1748], [-0.8052, -0.2356, -1.0725], [-0.1068, -0.1224, 0.0561], [-0.0162, 0.1302, 0.0261], [0.0221, -0.0515, -0.0976], [-0.0299, 0.0410, 0.0123], [0.0889, -0.1004, 0.0493], [0.1452, 0.0486, -0.1108], [0.0012, 0.0838, 0.0485], [-0.0885, -0.0623, -0.0349], [0.1179, -0.0834, 0.0349], [0.3065, 0.1909, 0.3693], [-0.2452, 0.1216, -1.4132], [0.3153, 0.2464, 0.2783], [-0.0501, 0.1150, 0.5695], [0.1475, 0.0643, 0.0912], [0.0455, -0.0725, -0.0146], [-0.2598, 0.0465, -0.2277], [0.0101, -0.0466, 0.2168], [0.1149, -0.0920, 0.1548], [0.0515, 0.1255, -0.0392], [-0.8045, -0.2799, 0.2496], [-0.0719, -0.0324, 0.0138], [0.1361, 0.0700, -0.1038], [0.0598, -0.0649, -0.0242], [-0.0212, 0.0140, 0.0090], [-0.0060, 0.0408, -0.0530], [0.2268, -0.0167, 0.0000]],
  "spin_multiplicity": 2,
  "energy_ha": -6234.67577,
  "de_lowest_kj_mol": 233.8,
  "s_squared": 0.770,
  "charge": -2,
  "homo_lumo_gap_ev": [4.4, 6.2]
}